{
  "formula": "C22H44FNO8S4",
  "method": "ωB97M-V/def2-TZVPD",
  "max_force_ha_per_bohr": 0.030,
  "e_homo_ev": -7.479,
  "homo_lumo_gap_ev": 7.90,
  "energy_ev": -87453.89044,
  "smiles": "CC(C)=CCC[C@H](C)CCNS(=O)(=O)F.O=S1(=O)CCCC1.O=S1(=O)CCCC1.O=S1(=O)CCCC1",
  "elements": ["C", "C", "C", "C", "C", "C", "C", "C", "C", "C", "N", "S", "O", "O", "F", "H", "H", "H", "H", "H", "H", "H", "H", "H", "H", "H", "H", "H", "H", "H", "H", "H", "H", "H", "H", "O", "S", "O", "C", "C", "C", "C", "H", "H", "H", "H", "H", "H", "H", "H", "O", "S", "O", "C", "C", "C", "C", "H", "H", "H", "H", "H", "H", "H", "H", "O", "S", "O", "C", "C", "C", "C", "H", "H", "H", "H", "H", "H", "H", "H"],
  "coordinates": [[1.5765, -0.5461, -0.9701], [0.0846, -0.3129, -1.1387], [-0.5671, -1.0238, -2.3078], [-0.6003, 0.4576, -0.2807], [-1.9664, 0.1076, 0.2392], [-3.1936, 0.9121, -0.2982], [-4.3941, -0.0211, -0.5865], [-4.1629, -0.6845, -1.9621], [-5.6951, 0.8124, -0.6111], [-6.8174, 0.2678, 0.2936], [-6.9193, -1.1955, 0.4761], [-7.3830, -2.0916, -0.7909], [-7.7221, -1.2541, -1.8865], [-8.3072, -3.0882, -0.3867], [-6.0686, -2.8815, -1.1278], [1.8150, -0.6626, 0.0843], [2.1870, 0.2742, -1.3679], [1.8529, -1.4455, -1.5200], [-1.2933, -0.3868, -2.8031], [-1.0134, -1.9853, -2.0272], [0.2137, -1.2574, -3.0347], [-0.1046, 1.3555, 0.0793], [-2.1585, -0.9501, 0.0454], [-1.9539, 0.2600, 1.3206], [-2.9309, 1.4954, -1.1820], [-3.4924, 1.6114, 0.4880], [-4.3841, -0.7424, 0.2279], [-3.7293, -1.6831, -1.8903], [-5.0848, -0.7568, -2.5379], [-3.4799, -0.0733, -2.5539], [-6.0496, 0.9744, -1.6281], [-5.4635, 1.8095, -0.2265], [-7.7777, 0.6113, -0.0879], [-6.7148, 0.6952, 1.2905], [-6.0963, -1.5916, 0.9268], [-4.1596, -2.4675, 1.2852], [-3.9215, -3.3571, 2.4044], [-4.6724, -3.2120, 3.6224], [-4.0187, -5.0416, 1.8150], [-2.5954, -5.3614, 1.3679], [-1.6714, -4.7831, 2.4492], [-2.1588, -3.3606, 2.7532], [-4.7561, -5.1006, 1.0173], [-4.3262, -5.6613, 2.6568], [-2.4523, -6.4331, 1.2411], [-2.3902, -4.8784, 0.4100], [-1.7345, -5.3962, 3.3501], [-0.6308, -4.7765, 2.1297], [-2.0148, -3.0774, 3.7925], [-1.6931, -2.6223, 2.1014], [1.3998, 2.9999, 0.1937], [2.0128, 2.5755, 1.4289], [1.3894, 1.5939, 2.2787], [3.7024, 2.0934, 1.0840], [4.4878, 3.3951, 1.2325], [3.9361, 4.0874, 2.4852], [2.4064, 4.0404, 2.3961], [3.7524, 1.6529, 0.0905], [4.0038, 1.3616, 1.8322], [5.5544, 3.1990, 1.3105], [4.3193, 4.0348, 0.3612], [4.2738, 3.5519, 3.3743], [4.2893, 5.1142, 2.5680], [1.9310, 3.9495, 3.3692], [2.0031, 4.9004, 1.8650], [7.1202, 1.6445, 0.3805], [6.8792, 1.1545, -0.9551], [6.1426, -0.0629, -1.1722], [6.1590, 2.4711, -1.9347], [7.3611, 3.2047, -2.5200], [8.3394, 2.1127, -2.9738], [8.4471, 1.0908, -1.8353], [5.5340, 3.0916, -1.2982], [5.5563, 2.0048, -2.7135], [7.0672, 3.8534, -3.3435], [7.8276, 3.8256, -1.7520], [7.9507, 1.6263, -3.8702], [9.3165, 2.5234, -3.2222], [8.5985, 0.0768, -2.1957], [9.2293, 1.3518, -1.1253]],
  "forces_ev_per_a": [[-0.09, 0.93, -0.57], [0.06, -0.01, -0.16], [0.32, -0.71, 0.60], [0.09, -0.04, -0.07], [-0.72, 0.78, -1.14], [0.07, -0.39, 0.75], [0.43, 1.13, -0.76], [-0.02, -0.26, 0.13], [0.13, -0.08, 0.52], [-0.16, 0.30, -0.38], [0.55, 0.26, -0.32], [-1.10, 0.11, 0.37], [0.42, 0.10, -0.17], [0.22, -0.34, 0.12], [0.13, 0.07, -0.14], [0.09, -0.06, -0.01], [0.05, -0.05, -0.02], [0.12, -0.05, 0.11], [-0.18, -0.12, 0.11], [-0.21, 0.06, -0.14], [-0.03, 0.00, -0.04], [0.11, -0.66, 0.88], [0.09, -0.04, 0.06], [0.16, -0.22, 0.04], [-0.03, 0.00, -0.03], [0.05, 0.15, -0.12], [-0.27, 0.04, -0.29], [0.02, 0.01, 0.02], [-0.05, -0.18, 0.08], [-0.02, 0.00, -0.01], [-0.05, -0.25, -0.03], [-0.13, 0.03, -0.01], [-0.04, -0.03, 0.08], [0.04, -0.26, 0.11], [-0.14, -0.17, 0.13], [-0.20, -0.15, 0.26], [0.18, -0.24, 0.13], [-0.11, 0.16, -0.08], [0.10, -0.20, -0.15], [0.05, 0.10, 0.02], [-0.06, -0.03, -0.01], [0.27, -0.11, -0.01], [-0.06, 0.11, 0.05], [-0.02, 0.04, 0.03], [0.00, 0.00, -0.01], [-0.03, -0.02, -0.02], [-0.02, 0.00, 0.00], [0.00, 0.01, 0.00], [-0.08, 0.08, -0.01], [-0.10, 0.04, -0.03], [-0.06, 0.01, 0.01], [0.32, 0.01, 0.19], [-0.17, -0.02, -0.11], [0.25, 0.22, 0.00], [-0.02, 0.07, 0.05], [-0.02, -0.04, -0.04], [0.20, 0.17, 0.17], [-0.12, -0.06, 0.02], [-0.04, -0.03, 0.00], [0.00, -0.02, -0.01], [-0.04, -0.01, -0.01], [-0.01, -0.02, -0.01], [0.01, 0.00, 0.01], [-0.10, -0.05, -0.05], [-0.05, -0.06, -0.07], [-0.04, -0.08, 0.06], [0.02, 0.02, -0.29], [-0.04, -0.02, 0.20], [0.06, 0.20, -0.14], [0.07, -0.05, 0.04], [-0.06, 0.01, 0.01], [0.18, 0.06, -0.21], [-0.03, -0.08, 0.07], [-0.01, -0.05, 0.03], [0.00, 0.01, 0.00], [-0.02, 0.01, 0.01], [-0.02, 0.00, 0.01], [0.01, -0.01, 0.00], [-0.04, -0.05, 0.10], [-0.07, 0.00, 0.08]]
}